ORCA calculation (ωB97M-V with the def2-TZVPD basis set) on a single C6H12O molecule.

Values from the calculation:
ΔE to the lowest compared entry with this formula, charge and spin: 1.591 eV
Structure (SMILES): CCO[C@H]1C[C@H]1C
Molecular weight: 100.16 g mol⁻¹
Frontier orbital gap: 10.3349 eV
HOMO level: -9.16 eV
Lowest unoccupied orbital energy: 1.17 eV
Electronic energy: -8462.762 eV

Last column: Löwdin charge in e.
Positions of all 19 atoms, in Å:
C -0.118 2.574 1.360  -0.0776
C -0.376 1.713 0.134  -0.2687
O 0.433 0.572 0.329  -0.1263
C 0.765 -0.236 -0.752  -0.3106
C 1.425 -1.492 -0.297  -0.0640
C 0.085 -1.569 -0.985  -0.2720
C -1.152 -2.031 -0.252  -0.0680
H 0.924 2.910 1.360  0.0775
H -0.268 1.963 2.256  0.0782
H -0.774 3.447 1.411  0.0736
H -0.100 2.248 -0.789  0.1192
H -1.437 1.433 0.053  0.1186
H 1.142 0.296 -1.630  0.1483
H 1.405 -1.586 0.787  0.1166
H 2.323 -1.868 -0.775  0.1005
H 0.143 -1.908 -2.019  0.1295
H -2.035 -1.962 -0.896  0.0727
H -1.051 -3.077 0.060  0.0758
H -1.334 -1.426 0.643  0.0768

Cartesian forces (eV/Å) of the 3 atoms listed first:
C 0.0 0.0 0.0
C -0.1 0.2 0.0
O 0.0 -0.1 0.1


ORCA calculation (ωB97M-V with the def2-TZVPD basis set) on a molecular structure, C53H47N9OPPr at a distorted geometry.

Values from the calculation:
ΔE to the lowest compared entry with this formula, charge and spin: 0.321 eV
2S+1: 3
<S²>: 2.002
Molecular weight: 997.90 g mol⁻¹
Frontier orbital gap (alpha / beta): 7.3096 / 7.3261 eV
HOMO level (alpha / beta): -12.29 / -12.30 eV
Lowest unoccupied orbital energy (alpha / beta): -4.98 / -4.98 eV
Total charge: +2
Electronic energy: -94528.384 eV

Last column: Löwdin spin population.
Positions of all 112 atoms, in Å:
Pr 0.878 -0.078 0.554  2.0265
C 0.947 0.493 -3.136  0.0000
N 1.568 1.170 -1.937  -0.0018
C 3.031 1.415 -1.935  0.0000
C 3.750 0.245 -1.384  0.0002
N 3.245 -0.624 -0.444  -0.0021
C 4.257 -1.413 -0.002  0.0002
C 4.214 -2.667 0.708  0.0000
C 5.308 -3.428 0.705  0.0000
C 6.550 -3.076 0.147  -0.0001
C 6.628 -1.899 -0.589  0.0000
C 5.415 -1.149 -0.744  -0.0001
N 5.051 -0.083 -1.635  0.0002
C 0.874 -0.986 -2.931  0.0002
N 0.967 -1.685 -1.759  -0.0013
C 1.034 -3.040 -2.169  0.0000
C 1.371 -4.171 -1.382  0.0000
C 1.420 -5.360 -2.034  0.0000
C 1.139 -5.430 -3.415  0.0000
C 0.779 -4.390 -4.202  0.0000
C 0.842 -3.193 -3.555  0.0000
N 0.537 -1.859 -3.972  0.0000
H 1.515 0.588 -4.133  0.0000
H -0.168 0.797 -3.257  0.0000
H 0.960 2.062 -1.789  0.0002
H 3.295 2.277 -1.295  0.0000
H 3.409 1.638 -2.968  0.0000
H 3.225 -3.005 1.179  0.0000
H 5.165 -4.415 1.125  0.0000
H 7.410 -3.755 0.336  0.0000
H 7.499 -1.466 -1.127  0.0000
H 5.740 0.446 -2.108  0.0000
H 1.625 -4.090 -0.309  0.0000
H 1.829 -6.254 -1.463  0.0000
H 1.120 -6.414 -3.889  0.0000
H 0.735 -4.516 -5.244  0.0000
H 0.580 -1.507 -4.916  0.0000
C 2.806 -0.070 5.083  -0.0001
C 1.895 -0.862 5.773  0.0002
C 1.011 -1.715 5.099  -0.0001
C 1.045 -1.689 3.707  0.0001
N 1.906 -0.904 3.046  -0.0021
C 2.848 -0.140 3.671  0.0003
C 0.191 -2.649 2.954  0.0002
C -0.378 -3.809 3.551  -0.0002
C -1.008 -4.726 2.731  0.0004
C -1.143 -4.474 1.382  -0.0001
C -0.695 -3.241 0.876  0.0005
N -0.123 -2.342 1.669  -0.0025
H 3.665 0.408 5.575  0.0000
H 1.822 -0.913 6.932  0.0000
H 0.233 -2.146 5.686  0.0000
H 3.547 0.513 3.038  0.0001
H -0.308 -3.985 4.635  0.0000
H -1.305 -5.663 3.104  0.0000
H -1.669 -5.186 0.713  0.0000
H -0.756 -2.916 -0.160  0.0001
N -1.498 1.087 3.511  0.0008
C -0.756 0.797 2.644  -0.0017
H -2.248 0.853 4.245  0.0000
C 2.942 4.108 1.330  0.0001
C 1.634 3.418 1.517  0.0005
O 1.360 2.336 0.907  -0.0017
C 0.716 4.316 2.350  0.0000
C -0.705 4.219 2.226  0.0001
C -1.456 4.916 3.168  0.0000
C -0.907 5.616 4.237  0.0001
C 0.469 5.699 4.342  0.0000
C 1.283 5.006 3.402  0.0001
H 3.503 3.657 0.537  0.0000
H 3.548 3.933 2.230  0.0000
H 2.795 5.177 1.205  0.0000
H -1.311 3.637 1.552  0.0000
H -2.568 4.940 2.912  0.0000
H -1.711 5.963 4.902  0.0000
H 0.983 6.150 5.166  0.0000
H 2.321 4.973 3.580  0.0000
N -1.142 0.307 -0.449  -0.0131
P -2.473 0.657 -1.066  -0.0027
C -2.953 -0.408 -2.491  -0.0004
C -2.897 -1.795 -2.337  -0.0001
C -2.862 -2.613 -3.504  0.0000
C -2.871 -2.034 -4.797  -0.0001
C -3.018 -0.673 -4.929  0.0000
C -3.018 0.123 -3.790  -0.0001
C -4.037 0.503 -0.130  -0.0004
C -5.237 0.061 -0.712  -0.0001
C -6.388 0.137 0.050  0.0000
C -6.377 0.517 1.355  0.0000
C -5.232 1.054 1.894  0.0000
C -4.066 1.055 1.128  -0.0001
C -2.615 2.381 -1.573  -0.0003
C -3.809 2.821 -2.179  0.0000
C -3.938 4.084 -2.631  0.0000
C -2.721 4.896 -2.718  0.0000
C -1.488 4.469 -2.174  0.0000
C -1.493 3.261 -1.476  0.0000
H -2.998 -2.284 -1.353  0.0000
H -2.785 -3.751 -3.406  0.0000
H -2.845 -2.754 -5.589  0.0000
H -3.234 -0.226 -5.887  0.0000
H -3.186 1.189 -3.976  0.0000
H -5.283 -0.359 -1.687  0.0000
H -7.356 -0.190 -0.395  0.0000
H -7.317 0.542 1.888  0.0000
H -5.344 1.520 2.875  0.0000
H -3.138 1.539 1.461  0.0000
H -4.556 2.027 -2.249  0.0000
H -4.908 4.480 -2.851  0.0000
H -2.877 5.817 -3.214  0.0000
H -0.650 5.153 -2.225  0.0000
H -0.606 3.022 -0.922  0.0001

Cartesian forces (eV/Å) of the 3 atoms listed first:
Pr -1.6 -0.4 -1.6
C -0.5 -0.3 -0.2
N -1.9 1.7 -0.2


ORCA calculation (ωB97M-V with the def2-TZVPD basis set) on a molecular structure, C2H8AlNbO at a distorted geometry.

Values from the calculation:
Molecular weight: 167.97 g mol⁻¹
Frontier orbital gap: 4.8097 eV
HOMO level: -18.43 eV
Lowest unoccupied orbital energy: -13.62 eV
Total charge: +2
Electronic energy: -12366.356 eV

Last column: Löwdin charge in e.
Positions of all 13 atoms, in Å:
O 3.153 -0.689 -0.131  0.3022
C 2.105 -0.517 0.333  -0.3027
C 1.310 0.742 -0.151  -0.1114
Nb -0.882 0.030 -0.262  1.1243
H 1.636 -1.187 1.077  0.1127
H 1.564 1.054 -1.168  0.1035
H 1.439 1.576 0.529  0.0918
H -1.043 0.587 -1.994  -0.0064
H -1.518 1.571 0.502  -0.0606
H -0.549 -0.442 1.503  0.0274
H -0.233 -1.640 -0.685  -0.0206
H -2.564 -0.704 -0.231  -0.3047
Al -4.418 -0.380 0.678  1.0446

Cartesian forces (eV/Å) of the 3 atoms listed first:
O 1.2 0.7 -1.2
C -1.8 -0.9 1.4
C 0.9 -0.7 0.9


ORCA calculation (ωB97M-V with the def2-TZVPD basis set) on 8 unconnected molecules or ions with the total composition C6H29NO8 at a distorted geometry.

Values from the calculation:
ΔE to the lowest compared entry with this formula, charge and spin: 4.860 eV
Structure (SMILES): CCCNCCCO.O.O.O.O.O.O.O
Molecular weight: 243.30 g mol⁻¹
Frontier orbital gap: 9.5407 eV
HOMO level: -9.48 eV
Lowest unoccupied orbital energy: 0.06 eV
Electronic energy: -24559.646 eV

Last column: Löwdin charge in e.
Positions of all 44 atoms, in Å:
C 3.266 -0.485 -0.948  -0.1121
C 1.967 -1.206 -1.009  -0.2846
C 0.847 -0.491 -1.726  -0.1165
N 0.042 0.557 -0.783  -0.0353
C 0.047 0.257 0.613  -0.2646
C -0.730 -1.012 0.982  -0.1894
C -1.031 -1.188 2.475  -0.3261
O -1.692 -0.070 2.913  -0.0915
H 3.388 0.049 -1.908  0.0884
H 4.076 -1.235 -0.874  0.0864
H 3.589 0.194 -0.206  0.0497
H 1.725 -1.771 -0.081  0.0879
H 2.206 -2.169 -1.507  0.1258
H 1.268 0.156 -2.465  0.0750
H 0.180 -1.168 -2.230  0.0959
H -0.902 0.557 -1.115  0.0496
H 1.106 0.049 0.986  0.1010
H -0.290 1.092 1.194  0.0704
H -0.146 -2.012 0.740  0.1417
H -1.643 -1.264 0.401  0.0737
H -1.439 -2.228 2.593  0.1312
H -0.006 -1.240 3.048  0.1135
H -2.597 -0.030 2.356  0.1639
O 1.751 -1.743 2.342  -0.0613
H 2.258 -1.076 1.893  0.0139
H 1.646 -1.462 3.258  0.0511
O -3.347 0.918 -0.162  -0.0463
H -2.773 1.536 0.326  0.0465
H -3.613 1.287 -0.998  0.0288
O 1.821 1.514 3.777  -0.0548
H 1.008 2.002 3.551  0.0408
H 2.041 1.153 2.899  0.0188
O -2.478 -2.266 -1.306  -0.0642
H -3.236 -1.995 -0.750  0.0708
H -1.972 -1.436 -1.392  -0.0191
O -2.698 -0.105 -3.185  -0.0530
H -2.030 0.562 -3.438  0.0417
H -2.184 -0.821 -2.765  -0.0012
O 0.400 2.396 -3.275  -0.0537
H -0.546 2.633 -3.295  0.0463
H 0.460 2.212 -2.340  -0.0230
O -0.193 3.328 0.431  -0.0459
H 0.395 3.098 -0.283  0.0159
H 0.058 2.922 1.264  0.0141

Cartesian forces (eV/Å) of the 3 atoms listed first:
C 1.8 -0.6 -1.5
C -0.3 -2.3 0.7
C -1.0 1.6 2.4